1.
Computed, not measured: a molecular structure, C41H51BInN4O2S in a non-equilibrium geometry, with the ωB97M-V functional and the def2-TZVPD basis.

Structure (XYZ):
```
101
Properties=species:S:1:pos:R:3
C 15.452 13.628 7.959
H 16.098 7.385 14.155
C 9.816 11.301 7.755
C 15.174 14.728 12.769
H 14.464 10.038 4.809
H 7.919 9.073 5.300
C 11.500 7.372 12.146
H 9.171 10.038 9.989
H 8.825 8.831 11.186
H 13.741 10.671 14.024
C 11.844 8.740 11.970
H 15.775 8.757 4.977
H 14.346 8.229 9.234
H 12.941 8.818 5.960
C 14.436 12.494 13.134
C 14.579 16.680 9.099
H 16.340 13.177 7.417
H 17.204 8.825 13.879
H 11.649 17.341 10.617
C 13.893 14.786 10.417
In 13.521 11.699 10.139
C 15.544 13.844 14.956
O 10.700 11.968 8.595
H 14.358 6.110 12.943
H 9.571 9.672 13.544
C 15.960 14.625 8.948
C 15.657 14.917 14.017
C 13.166 9.141 12.064
C 14.574 13.531 12.250
C 16.975 14.075 9.970
C 13.684 6.863 12.664
C 14.849 12.759 14.540
H 17.991 13.984 9.550
H 16.335 7.856 10.351
C 14.140 7.534 7.210
H 12.234 16.486 13.347
H 12.575 14.257 12.546
H 14.874 12.829 8.446
H 15.893 14.058 16.001
H 15.956 10.756 6.643
S 15.722 10.490 9.282
H 14.733 11.946 15.304
C 12.568 16.814 10.398
H 15.307 15.509 12.056
H 14.865 14.059 7.200
O 11.752 10.175 7.644
B 11.897 11.184 8.607
C 15.072 9.635 8.003
H 16.613 13.125 10.324
C 8.433 9.656 6.047
C 14.130 8.157 12.430
H 10.887 16.687 12.429
N 15.353 9.948 6.729
H 16.498 15.417 8.441
C 8.477 11.636 7.472
C 13.835 11.204 13.080
C 14.916 9.249 5.491
C 12.374 6.395 12.554
C 12.812 15.536 10.885
C 14.823 15.374 9.549
H 11.207 10.601 11.060
H 13.291 6.894 7.488
C 10.189 10.315 12.875
C 16.208 8.392 13.812
C 13.475 17.394 9.564
H 10.211 14.837 10.844
H 13.291 18.442 9.175
C 10.477 10.260 7.110
C 16.420 7.531 11.422
H 15.720 9.456 12.115
C 10.849 14.177 11.278
H 10.290 8.684 5.700
C 11.438 15.893 12.880
H 15.624 9.044 14.463
H 15.352 17.235 8.456
H 16.307 6.515 11.578
C 15.646 8.415 12.380
N 13.519 10.526 12.000
H 10.464 7.154 12.007
H 11.156 13.405 10.538
C 11.951 14.930 11.935
H 11.098 10.630 13.352
N 14.038 13.452 10.980
H 14.946 6.797 7.224
C 13.881 8.271 5.938
C 9.758 9.400 6.317
C 7.811 10.770 6.614
H 13.724 7.491 5.122
H 17.530 7.734 11.550
H 10.309 13.597 12.033
C 9.633 9.253 10.651
H 9.675 11.297 12.798
H 17.082 14.659 10.917
C 10.730 9.767 11.618
H 8.052 12.487 7.954
H 10.768 15.447 13.621
H 16.090 15.956 14.233
N 14.364 8.542 8.275
H 6.721 10.917 6.319
H 10.015 8.489 9.963
H 12.147 5.354 12.759
```

Values from the calculation:
Kohn-Sham gap	7.75	eV
charge	+1
E_HOMO	-0.386	Ha
molar mass	789.582	g mol⁻¹
electronic energy	-2575.4631	Ha

---

2.
Computed, not measured: 2 unconnected molecules or ions with the total composition C4H12 in a non-equilibrium geometry, with the ωB97M-V functional and the def2-TZVPD basis.

Structure (XYZ):
```
16
Properties=species:S:1:pos:R:3
H -0.203 -0.660 -2.453
H 1.991 -0.747 -1.432
H 0.813 1.830 1.312
H 1.028 -1.191 -0.014
H -0.815 0.938 2.981
C 0.126 -1.614 -2.027
H 0.382 -2.192 -2.937
H -0.696 -2.117 -1.521
C -0.200 1.596 0.994
H -0.524 2.393 0.319
H -0.172 0.652 0.367
H -1.454 2.489 2.494
C -1.157 1.483 2.108
H -2.128 1.082 1.790
C 1.259 -1.483 -1.081
H 1.749 -2.461 -0.902
```

Values from the calculation:
Kohn-Sham gap (alpha / beta)	14.13 / 3.67	eV
charge	+1
E_HOMO (alpha / beta)	-0.624 / -0.559	Ha
molar mass	60.140	g mol⁻¹
spin multiplicity	2
electronic energy	-159.1545	Ha

---

3.
Computed, not measured: a molecular structure, C4H12BF4O4Rb, with the ωB97M-V functional and the def2-TZVPD basis.

Structure (XYZ):
```
26
Properties=species:S:1:pos:R:3
H -3.583 -1.677 0.054
C -3.981 0.418 0.198
F 3.787 -2.161 -2.453
H -4.436 0.499 -0.788
H -3.224 1.752 1.397
H 2.667 0.340 -1.194
H -2.538 -0.785 1.195
O 0.247 0.633 0.886
H -0.250 1.456 0.831
O 2.269 1.226 -1.273
H 1.614 2.711 -0.082
Rb 0.109 -2.066 0.604
O -2.056 -0.594 -0.824
F 1.650 -2.497 -1.660
C 1.632 0.949 1.073
F 3.406 -3.480 -0.559
C 2.230 1.799 -0.010
H 1.767 1.479 2.026
C -3.020 -0.756 0.199
H -1.762 0.325 -0.751
H 2.148 -0.007 1.201
F 3.149 -1.194 -0.455
H -4.793 0.231 0.915
O -3.286 1.616 0.447
B 3.031 -2.345 -1.311
H 3.222 2.126 0.334
```

Values from the calculation:
Kohn-Sham gap	9.32	eV
E_HOMO	-0.368	Ha
molar mass	296.408	g mol⁻¹
electronic energy	-909.2184	Ha

---

4.
Computed, not measured: a molecular structure, C51H51N3O3P2RhSTe in a non-equilibrium geometry, with the ωB97M-V functional and the def2-TZVPD basis.

Structure (XYZ):
```
113
Properties=species:S:1:pos:R:3
C 3.012 -1.772 -2.838
H 1.111 4.196 2.725
H -4.390 1.698 3.023
H -3.399 2.595 1.684
C 2.133 -0.012 -1.389
H 4.472 1.576 -0.487
C -1.198 -1.441 2.500
H -2.842 -2.939 0.625
H 6.164 2.783 0.741
C -1.473 -2.765 2.940
C -2.303 -4.406 -0.802
C -3.776 -0.607 -0.759
C 0.615 3.666 1.934
S -2.533 -4.910 -3.928
H 0.489 1.044 -2.154
H -3.863 -5.762 -5.615
C -4.799 -1.501 -0.469
C -4.542 0.766 1.065
H 2.413 0.804 3.229
C -1.777 4.883 -1.456
H 0.576 -0.011 -4.390
C 1.318 3.856 -1.799
C 4.375 -1.575 2.406
H -2.843 0.081 -2.662
H 5.977 3.182 3.089
C -1.483 -0.350 3.383
Rh -0.508 1.043 0.199
H -2.335 -3.940 4.659
C -4.191 3.048 -1.365
C 2.633 4.400 -1.778
H -4.265 3.192 -2.429
Te 2.333 -2.157 2.650
H -1.276 0.620 2.908
C 5.032 -1.139 3.535
C -5.683 -1.231 0.580
H -2.157 0.238 5.323
P 1.858 0.527 0.398
C 5.200 -1.990 1.348
H -4.078 -6.630 -4.026
N -2.682 1.494 -0.286
H -5.236 2.693 1.937
H 4.174 1.894 4.447
C 1.289 3.948 0.634
H -2.000 5.373 -0.494
C -1.949 -0.575 4.648
H 7.319 -2.037 0.588
H -4.928 -2.412 -1.038
C 2.208 -1.312 -3.918
H 0.053 2.782 -3.132
N 7.216 -1.410 2.536
H -1.786 -0.685 -1.516
C 2.550 4.465 0.639
O -3.558 -4.063 -3.404
C 4.241 1.945 3.338
C 3.259 4.643 -0.561
H -2.657 -7.075 -5.032
C 2.961 -1.154 -1.623
H 2.997 4.687 1.618
P -0.409 -1.098 0.919
C 0.671 3.671 -0.604
C -2.302 -1.891 5.060
H 1.491 3.255 -3.929
H 4.261 5.017 -0.493
C 0.756 3.619 -3.155
H 4.826 -2.460 0.460
C -2.098 -2.975 4.184
C -4.383 2.004 1.968
C -1.641 3.435 -1.068
H 3.555 -1.486 -0.804
H 6.896 -0.689 4.464
C 5.269 2.498 2.654
H 0.594 -4.272 -2.588
H 0.292 4.548 -3.424
C 3.274 1.190 1.280
C 1.283 -0.327 -3.634
C -3.366 -6.263 -4.740
O -1.566 -4.256 -4.776
C 6.431 -1.096 3.569
C -0.745 -2.616 0.025
C -0.099 -3.984 -1.869
C 0.166 -3.007 -0.960
C 5.352 2.297 1.263
H 1.024 -2.417 -1.225
H -6.549 -1.854 0.754
H -1.307 -3.629 2.248
H -0.452 4.026 1.973
C -2.067 -3.281 -0.053
H -3.247 -4.878 -0.864
C 6.597 -1.827 1.416
C -3.675 0.546 -0.030
H 2.316 -1.532 -4.969
H -0.978 5.242 -2.084
N -0.513 3.047 -0.582
H -6.327 0.143 2.111
H -5.013 2.363 -1.109
C 4.362 1.653 0.589
H -2.715 -1.979 6.025
C -2.859 -0.790 -1.986
C 1.337 -0.940 1.283
H -3.043 -1.655 -2.498
H 4.470 -0.889 4.416
C -1.217 -4.969 -1.638
H 0.568 2.595 2.157
C -2.842 2.597 -0.877
H -4.465 3.970 -0.865
H -0.765 -5.841 -1.129
C -5.607 -0.045 1.334
H 3.759 -2.594 -2.893
O -1.699 -5.638 -2.843
C 1.215 0.274 -2.350
C 3.264 1.262 2.677
H 3.129 4.541 -2.775
H -2.680 5.118 -1.995
```

Values from the calculation:
Kohn-Sham gap (alpha / beta)	5.16 / 6.04	eV
charge	+1
E_HOMO (alpha / beta)	-0.296 / -0.383	Ha
molar mass	1078.508	g mol⁻¹
spin multiplicity	5
electronic energy	-3823.0514	Ha

---

5.
Computed, not measured: 2 unconnected molecules or ions with the total composition C5H11OS in a non-equilibrium geometry, with the ωB97M-V functional and the def2-TZVPD basis.

Structure (XYZ):
```
18
Properties=species:S:1:pos:R:3
H 0.873 3.537 -1.712
H -1.732 1.887 -2.277
H -1.410 2.834 -0.853
C -0.909 2.185 -1.597
C 2.009 -1.553 0.789
H -0.484 4.070 -2.799
O -1.408 -2.175 2.241
H 1.596 -0.787 0.059
H 1.121 -2.794 2.436
H 2.568 -2.349 0.224
H 2.812 -1.045 1.470
C -0.374 -1.723 1.475
H 0.444 2.601 -3.223
C 0.025 3.187 -2.394
H -0.683 -0.940 0.796
C 0.901 -2.160 1.580
H -2.230 -1.867 1.905
S -0.095 0.790 -0.817
```

Values from the calculation:
Kohn-Sham gap	6.29	eV
charge	-1
E_HOMO	-0.097	Ha
molar mass	119.209	g mol⁻¹
electronic energy	-670.5233	Ha

---

6.
Computed, not measured: a molecular structure, C15H16BrGaN2O5, with the ωB97M-V functional and the def2-TZVPD basis.

Structure (XYZ):
```
40
Properties=species:S:1:pos:R:3
C 0.377 4.469 1.174
H 4.029 2.145 1.992
H -3.628 -1.379 2.551
H 0.623 -2.297 -4.036
N 1.543 -4.667 -3.330
C 0.181 -1.398 -2.093
O -0.737 0.824 -2.154
C -0.297 3.435 0.585
H 1.509 0.803 1.357
C 1.998 2.828 1.958
C 3.256 2.462 2.693
H -2.084 -0.615 2.217
N 0.117 2.156 0.654
O -0.181 -0.673 0.187
C 0.666 -2.823 -0.181
C 0.630 -2.427 -2.961
H -4.047 0.807 1.466
C 1.095 -3.806 -1.045
O 1.404 -4.478 -4.517
C 0.203 -1.604 -0.678
O 1.999 -5.656 -2.803
C -0.254 -0.216 -2.716
H 1.463 -4.754 -0.674
H 3.638 3.310 3.256
H -2.668 -1.931 1.175
H -3.402 0.853 -0.894
C 1.070 -3.595 -2.427
H -4.571 -0.519 0.398
C -3.723 -0.071 0.911
C 1.541 4.141 1.867
H 0.684 -2.976 0.889
H 3.077 1.642 3.388
H 2.102 4.933 2.350
C 1.242 1.852 1.330
H 0.022 5.486 1.102
C -2.965 -1.054 1.748
H -0.191 -0.154 -3.804
Ga -0.986 0.893 -0.309
O -2.850 0.442 -0.213
Br -1.885 3.610 -0.411
```

Values from the calculation:
Kohn-Sham gap	8.19	eV
charge	+2
E_HOMO	-0.573	Ha
molar mass	453.929	g mol⁻¹
electronic energy	-5565.1075	Ha

---

Number 5 is which compound? C5H11OS

---

Among the records above, which one has the highest electronic energy? C4H12